Record 1
Entry from OMol25: C6H7N in the gas phase in a non-equilibrium geometry (the ωB97M-V functional and the def2-TZVPD basis).

```
! wB97M-V def2-TZVPD RIJCOSX def2/J DEFGRID3
* xyz 0 1
N 1.33503 0.55714 1.25422
C 2.49725 0.55203 1.92075
C -1.28764 -0.89478 -1.27352
C 0.55081 -0.50227 0.65210
C -0.50087 -0.97574 0.12240
C -2.03075 0.37437 -1.59514
C -1.67185 -1.73704 -0.12072
H -2.84350 0.32789 -2.23196
H -1.46011 1.03522 -2.11265
H 2.57843 -0.12821 2.69506
H 3.32750 0.37597 1.21217
H -0.85192 -1.36377 -2.22711
H 2.78877 1.64333 2.39397
H -2.43115 0.73585 -0.68959
*
```

Properties
Maximum force: 0.239 Eh/bohr
ΔE to the lowest compared entry with this formula, charge and spin: 8.723 eV
Gap between HOMO and LUMO (spin up / spin down): 6.95 / 6.96 eV
Lowest unoccupied orbital energy (spin up / spin down): -1.28 / -1.28 eV

***

Record 2
Entry from OMol25: C6H7N in the gas phase in a non-equilibrium geometry (the ωB97M-V functional and the def2-TZVPD basis).

```
! wB97M-V def2-TZVPD RIJCOSX def2/J DEFGRID3
* xyz 0 1
N -0.65765 3.02353 -0.88084
C -0.43182 2.05419 -0.29029
C -1.21555 -0.29700 0.12228
C -0.15282 0.80334 0.42453
C -0.37948 -1.52070 -0.14662
C 0.92238 -1.25696 -0.18850
C 1.23222 0.19845 0.04428
H 1.64717 0.66971 -0.85541
H 1.70093 -1.98509 -0.39574
H 1.96261 0.35319 0.84578
H -1.83222 -0.03231 -0.74594
H -0.82643 -2.49627 -0.31319
H -1.90043 -0.42624 0.96799
H -0.16507 1.03439 1.49512
*
```

Properties
Maximum force: 0.021 Eh/bohr
ΔE to the lowest compared entry with this formula, charge and spin: 0.847 eV
Gap between HOMO and LUMO: 10.65 eV
SMILES: N#CC1CC=CC1
Lowest unoccupied orbital energy: 0.88 eV

***

Record 3
Entry from OMol25: a molecular structure, C6H7N in a non-equilibrium geometry (the ωB97M-V functional and the def2-TZVPD basis).

```
! wB97M-V def2-TZVPD RIJCOSX def2/J DEFGRID3
* xyz 0 3
N 1.54868 0.41943 -2.37577
C -1.02749 -0.95717 0.52115
C 0.52807 0.79162 -2.67852
C -0.12279 1.58587 0.42804
C 0.79899 -0.63038 1.21798
C -0.13483 0.28449 0.68589
C 0.11394 -1.73500 1.11803
H 0.83807 2.06961 0.65240
H -1.08709 -1.20004 -0.57160
H 1.80323 -0.29696 1.65242
H -1.96482 -0.93677 1.05446
H -0.05259 -2.77987 1.36386
H -0.42854 1.14450 -3.11606
H -0.81283 2.24067 0.04772
*
```

Properties
Maximum force: 0.203 Eh/bohr
ΔE to the lowest compared entry with this formula, charge and spin: 2.249 eV
Gap between HOMO and LUMO (spin up / spin down): 6.20 / 7.91 eV
Lowest unoccupied orbital energy (spin up / spin down): 0.94 / -2.10 eV
Expectation value of S²: 2.006

***

Record 4
Entry from OMol25: a gas-phase ion, C6H7N (charge +1) in a non-equilibrium geometry (the ωB97M-V functional and the def2-TZVPD basis).

```
! wB97M-V def2-TZVPD RIJCOSX def2/J DEFGRID3
* xyz 1 2
N -1.34374 -0.88609 -1.66662
C 0.33067 1.61226 0.57621
C -0.57321 1.09983 -0.39609
C 1.29276 0.70313 1.10271
C 0.29688 -1.10162 0.12524
C 0.92842 -0.59487 1.29017
C -0.48090 -0.21000 -0.67035
H 2.23958 1.18703 1.42172
H -1.56538 1.57757 -0.65520
H -0.03056 -2.19102 0.18862
H 0.05152 2.51512 0.91481
H -1.17270 -1.83154 -1.71674
H 1.16867 -1.28627 2.10372
H -1.14202 -0.59352 -2.61820
*
```

Properties
Maximum force: 0.127 Eh/bohr
ΔE to the lowest compared entry with this formula, charge and spin: 2.837 eV
Gap between HOMO and LUMO (spin up / spin down): 9.60 / 6.82 eV
Lowest unoccupied orbital energy (spin up / spin down): -4.85 / -7.84 eV
Expectation value of S²: 0.773